No. 1
The following is a DFT calculation (ωB97M-V/def2-TZVPD) of 2 unconnected molecules or ions with the total composition C5H14 at a distorted geometry.

XYZ file:
```
19
Properties=species:S:1:pos:R:3:forces:R:3
C 1.06874 0.60064 0.48928 0.43 0.95 0.53
C 0.84011 1.97730 1.17128 -0.41 -0.33 -0.89
C 2.51629 0.10787 0.67357 -0.79 -0.45 0.63
H 0.40007 -0.11012 0.93707 -0.38 -0.47 0.18
H 0.76693 0.65949 -0.55150 0.34 0.11 -0.21
H 1.79224 2.49597 1.24738 -0.06 0.17 0.33
H 2.79575 -0.53530 -0.15440 0.44 0.12 -0.08
H 3.21290 0.91542 0.88874 0.13 0.09 -0.63
H 0.32307 1.88635 2.12103 0.34 0.01 0.33
H 0.18305 2.59526 0.55288 0.07 0.02 0.02
H 2.55849 -0.50169 1.58232 0.02 -0.10 -0.10
C -1.34256 -1.40825 -1.42865 -0.98 0.31 0.73
C -2.74106 -1.14105 -0.82575 0.23 0.00 -0.28
H -1.44626 -1.20576 -2.48994 0.71 -0.13 -0.15
H -0.63593 -0.75426 -0.92751 0.11 0.14 -0.43
H -0.99649 -2.41515 -1.19908 -0.17 -0.16 -0.45
H -2.93234 -0.06915 -0.74032 0.21 0.00 0.28
H -3.53759 -1.47490 -1.49325 0.05 -0.42 0.17
H -2.82541 -1.62267 0.14685 -0.28 0.14 0.04
```
Forces are in eV/Å.

Values from the calculation:
SMILES ... CCC.CC
Max |F| ... 1.3 eV/Å
Molar mass ... 74.17 g/mol
Kohn-Sham gap ... 12.42 eV

Atomic partial charges in e from the Mulliken method, atoms 1 to 8: -0.04 -1.11 -1.13 0.27 0.21 0.31 0.32 0.31



No. 2
The following is a DFT calculation (ωB97M-V/def2-TZVPD) of a gas-phase ion, C10H6F3N2O4S (charge -1) at a distorted geometry.

XYZ file:
```
26
Properties=species:S:1:pos:R:3:forces:R:3
C 0.29985 0.44214 -2.64233 0.73 -0.02 -3.48
N 0.87912 0.13531 -4.09859 -1.31 -0.15 0.36
O 1.23666 1.13234 -4.74333 -0.03 -1.65 0.45
O 0.93025 -1.04681 -4.46244 0.34 1.92 0.15
H -0.45358 -0.33148 -2.44816 0.58 0.15 0.24
H -0.17977 1.42798 -2.79454 0.48 -0.51 0.16
F -2.32367 0.00895 5.64433 -0.46 0.04 -0.95
C -2.31245 0.02273 4.26712 -0.24 -0.03 0.53
F -2.94680 -1.09004 3.81619 0.34 1.10 0.57
F -3.02018 1.10332 3.83577 0.30 -1.02 0.54
S -0.58719 0.10024 3.80062 -1.13 -0.38 -1.25
N -0.96387 -0.02710 2.10261 0.37 1.09 2.78
C -0.58476 1.12424 1.36833 -0.19 0.60 -0.55
O -0.65335 2.28043 1.74804 -0.07 -1.24 -0.17
C -0.02662 0.56519 0.12229 1.46 1.26 -0.19
C -0.04595 -0.84182 0.15924 -1.46 -0.98 1.62
C 0.93924 -1.58698 -0.51549 1.10 -0.18 -0.69
C 1.85710 -0.91870 -1.29158 0.33 -1.07 0.76
C 1.53974 0.47360 -1.70703 -1.87 0.71 -0.98
C 0.81550 1.26554 -0.68105 -0.23 0.30 1.68
C -0.59810 -1.24968 1.46465 1.15 -0.67 -2.60
O -0.67152 -2.35287 1.97288 -0.19 0.53 0.33
H 0.95493 -2.67918 -0.35942 0.42 0.70 0.18
H 2.81618 -1.35180 -1.59029 -0.59 -0.08 -0.16
H 2.32558 1.04606 -2.22660 -0.14 -0.35 0.38
H 0.77365 2.34843 -0.74124 0.33 -0.06 0.29
```
Forces are in eV/Å.

Values from the calculation:
SMILES ... O=C1C2=C[C@H](C[N+](=O)[O-])C=CC2=C([O-])N1SC(F)(F)F
Total charge ... -1
Max |F| ... 3.6 eV/Å
Molar mass ... 307.23 g/mol
Kohn-Sham gap ... 6.29 eV

Atomic partial charges in e from the Mulliken method, atoms 1 to 8: -0.70 0.83 -0.59 -0.56 0.39 0.30 -0.26 0.75



No. 3
The following is a DFT calculation (ωB97M-V/def2-TZVPD) of a gas-phase ion, C7H8N3O (charge +1) at a distorted geometry.

XYZ file:
```
19
Properties=species:S:1:pos:R:3:forces:R:3
C 2.57721 1.79007 0.62288 0.34 0.59 -0.18
C 1.50838 -0.44410 1.09880 1.66 0.10 -0.34
C 1.42525 2.18372 0.10159 -1.43 2.79 -0.22
C -1.45925 0.31503 -0.66135 2.58 1.70 0.78
C 0.50339 -0.12576 0.29916 -0.39 2.92 -0.33
C 2.73891 0.50391 1.19751 -2.40 -1.60 0.01
C -1.03467 -2.06215 -0.48078 -1.45 -0.72 0.60
N -0.86732 1.51082 -0.46455 -1.21 -3.58 0.24
N 0.39221 1.33075 -0.01166 -0.27 -3.73 0.08
N -0.67592 -0.66573 -0.30869 0.94 0.21 1.00
O 3.69798 0.08277 1.75843 1.54 -0.31 0.67
H 3.39056 2.46512 0.67453 0.60 0.59 0.11
H 1.78714 -1.36885 1.55903 -0.48 -0.70 -0.15
H 1.13741 3.25820 -0.11823 0.76 -1.41 0.00
H -2.38210 0.15800 -1.09347 -1.85 0.06 -0.83
H -0.16323 -2.67783 -0.41103 0.66 -0.18 -0.27
H -1.53768 -2.18850 -1.47388 0.45 0.01 1.03
H -1.68618 -2.39165 0.37967 0.42 0.39 -1.06
H -1.23883 2.26469 -0.92008 -0.49 2.87 -1.13
```
Forces are in eV/Å.

Values from the calculation:
SMILES ... C[n+]1c[nH]n2ccc(=O)cc21
Total charge ... +1
Max |F| ... 3.8 eV/Å
Molar mass ... 150.16 g/mol
Kohn-Sham gap (spin up / spin down) ... 8.01 / 8.01 eV

Atomic partial charges in e from the Mulliken method, atoms 1 to 8: -0.89 -0.78 0.44 -0.11 0.22 0.63 -0.86 -0.50



No. 4
The following is a DFT calculation (ωB97M-V/def2-TZVPD) of 2 unconnected molecules or ions with the total composition C5H10O at a distorted geometry.

XYZ file:
```
16
Properties=species:S:1:pos:R:3:forces:R:3
C 0.45209 -1.46736 0.02245 0.11 -0.21 -0.29
C 0.37297 -0.00234 0.32143 1.78 1.14 -1.48
C 1.05895 0.56028 1.44477 0.53 0.19 1.19
O 1.72321 0.80156 0.25247 1.19 -1.37 0.28
C -0.16333 0.99509 -0.59343 -2.89 -0.22 -0.29
C -0.72955 0.66903 -1.74402 0.05 0.03 -0.41
H -0.50582 -1.86545 -0.31598 0.01 0.15 0.02
H 0.78551 -2.08279 0.86459 -0.08 0.38 0.00
H 1.17707 -1.60172 -0.77922 -0.05 -0.11 -0.13
H -2.21275 -0.28004 0.97542 -0.12 0.11 -0.40
H 1.56595 -0.21399 1.99707 0.02 0.02 0.80
H 0.73290 1.43258 1.98590 -0.29 0.18 0.26
H -0.20301 2.01940 -0.23807 0.02 -0.15 0.10
H -0.65460 -0.33891 -2.12820 -0.28 -0.10 0.01
H -1.26693 1.39276 -2.33297 0.26 0.18 -0.30
H -2.13264 -0.01810 0.26780 -0.26 -0.24 0.65
```
Forces are in eV/Å.

Values from the calculation:
SMILES ... C=C[C@]1(C)CO1.[H][H]
Max |F| ... 2.9 eV/Å
Molar mass ... 86.13 g/mol
Kohn-Sham gap ... 9.97 eV

Atomic partial charges in e from the Mulliken method, atoms 1 to 8: -1.45 1.30 -0.67 -0.46 -0.40 -0.77 0.34 0.38



E_tot for the records above, in order: -198.8727, -1492.8732, -510.7077, -271.6078 a.u.